1.
A cluster of 2 separate species, C22H26N3 in total at a distorted geometry. Source: OMol25; level of theory: the ωB97M-V functional and the def2-TZVPD basis.

Computed properties:
net charge	+1
energy above the lowest of the compared OMol25 structures with the same formula, charge and spin	52.10	kcal/mol
HOMO energy	-0.4177	Ha
LUMO	-3.730	eV

Geometry as XYZ:
```
51
Properties=species:S:1:pos:R:3:mulliken_charge:R:1
C -1.966 -2.643 2.020 -2.391
C -0.696 -1.953 1.776 1.706
N -0.566 -0.662 1.993 0.373
C 0.675 0.032 2.067 0.319
C 1.934 -0.520 2.159 0.046
C 3.012 0.382 2.230 -0.759
C 2.800 1.769 2.272 -0.807
C 1.509 2.304 2.280 -0.404
C 0.434 1.414 2.182 -0.002
C -0.982 1.606 2.228 0.139
C -1.593 0.329 2.145 0.624
C -2.964 0.197 2.157 -0.320
C -3.739 1.367 2.259 -0.889
C -3.142 2.634 2.336 -0.682
C -1.748 2.769 2.329 -0.450
H -1.722 -3.718 1.978 0.400
H -2.444 -2.427 2.992 0.596
H -2.719 -2.438 1.242 0.471
H 0.268 -2.559 1.323 0.184
H 2.052 -1.601 2.160 0.245
H 4.035 0.007 2.247 0.449
H 3.663 2.437 2.311 0.382
H 1.329 3.373 2.361 0.437
H -3.452 -0.769 2.100 0.306
H -4.827 1.279 2.283 0.403
H -3.778 3.516 2.405 0.394
H -1.249 3.739 2.394 0.411
C 0.194 -3.802 -1.323 -1.556
C 1.676 -3.532 -1.213 1.325
C 2.469 -4.540 -2.031 -1.934
C 1.969 -2.115 -1.671 -1.441
N 2.085 -3.690 0.200 1.039
C 1.303 -3.589 1.278 -1.306
N 1.868 -4.354 2.231 0.364
C 1.265 -4.857 3.458 -0.897
C 3.171 -4.650 1.844 -0.742
C 3.323 -4.186 0.594 -0.459
H -0.410 -3.188 -0.648 0.234
H -0.132 -3.554 -2.337 0.474
H -0.022 -4.866 -1.183 0.377
H 3.548 -4.352 -1.994 0.453
H 2.248 -5.569 -1.716 0.408
H 2.168 -4.453 -3.078 0.440
H 3.047 -1.913 -1.675 0.347
H 1.599 -2.010 -2.698 0.443
H 1.451 -1.370 -1.054 0.278
H 0.199 -5.065 3.297 0.312
H 1.744 -5.805 3.749 0.372
H 1.381 -4.132 4.282 0.298
H 3.865 -5.145 2.495 0.498
H 4.160 -4.269 -0.072 0.491
```

***

2.
The molecule C22H26N4O2 at a distorted geometry. Source: OMol25; level of theory: the ωB97M-V functional and the def2-TZVPD basis.

Computed properties:
net charge	0
SMILES	CN(CCc1ccccn1)C(=O)CCc1nnc(CCCc2ccccc2)o1
energy above the lowest of the compared OMol25 structures with the same formula, charge and spin	22.74	kcal/mol
HOMO energy	-0.3252	Ha
LUMO	0.753	eV

Geometry as XYZ:
```
54
Properties=species:S:1:pos:R:3:mulliken_charge:R:1
C 2.634 2.510 -2.437 -1.170
N 2.015 1.420 -1.722 0.371
C 2.759 0.852 -0.618 -0.785
C 2.744 1.781 0.611 -1.015
C 1.318 2.039 0.999 0.434
C 0.657 1.228 1.915 -0.315
C -0.689 1.446 2.145 -0.190
C -1.327 2.471 1.463 -0.496
C -0.575 3.235 0.587 -0.529
N 0.710 3.028 0.356 -0.392
C 0.696 1.133 -1.812 0.483
O 0.176 0.273 -1.122 -0.572
C -0.090 1.897 -2.865 -0.974
C -1.593 1.658 -2.693 -0.621
C -1.886 0.205 -2.672 0.750
N -1.545 -0.688 -3.542 -0.509
N -1.970 -1.881 -3.068 -0.664
C -2.554 -1.655 -1.940 0.756
C -3.097 -2.644 -0.980 -0.948
C -2.025 -3.005 0.060 -0.657
C -1.644 -1.809 0.940 0.271
C -0.482 -2.141 1.829 0.171
C -0.646 -2.419 3.178 -0.385
C 0.448 -2.716 3.975 -0.638
C 1.719 -2.741 3.429 -0.435
C 1.892 -2.470 2.081 -0.594
C 0.799 -2.173 1.289 -0.022
O -2.560 -0.336 -1.639 -0.284
H 3.714 2.429 -2.326 0.338
H 2.314 3.479 -2.043 0.354
H 2.395 2.456 -3.499 0.387
H 3.786 0.664 -0.939 0.450
H 2.282 -0.094 -0.356 0.082
H 3.229 2.725 0.360 0.376
H 3.284 1.299 1.426 0.503
H 1.181 0.431 2.418 0.421
H -1.231 0.820 2.838 0.493
H -2.378 2.669 1.605 0.412
H -1.019 4.054 0.034 0.468
H 0.219 1.538 -3.849 0.420
H 0.118 2.964 -2.787 0.515
H -1.933 2.079 -1.745 0.098
H -2.133 2.133 -3.515 0.365
H -3.388 -3.536 -1.534 0.393
H -3.971 -2.219 -0.483 0.336
H -1.139 -3.367 -0.464 0.474
H -2.401 -3.816 0.688 0.359
H -1.354 -0.971 0.306 -0.707
H -2.508 -1.511 1.539 0.626
H -1.636 -2.398 3.613 0.406
H 0.307 -2.925 5.026 0.403
H 2.572 -2.969 4.051 0.395
H 2.884 -2.486 1.651 0.399
H 0.925 -1.945 0.240 0.196
```

***

3.
A structure of composition C22H26N4O3Sn at a distorted geometry. Source: OMol25; level of theory: the ωB97M-V functional and the def2-TZVPD basis.

Computed properties:
net charge	+2
HOMO energy (alpha / beta)	-0.4328 / -0.4328	Ha
LUMO (alpha / beta)	-6.725 / -6.724	eV

Geometry as XYZ:
```
56
Properties=species:S:1:pos:R:3:mulliken_charge:R:1
C -5.831 4.320 -5.381 -0.885
C -5.564 4.509 -6.679 0.900
H -6.504 4.978 -4.849 0.254
H -5.400 3.516 -4.804 0.021
C -4.651 3.621 -7.416 0.992
C -3.691 2.927 -6.792 -1.128
H -3.530 2.975 -5.726 0.245
H -3.025 2.277 -7.343 0.259
C -6.204 5.649 -7.414 -1.366
H -6.851 6.221 -6.754 0.374
H -6.806 5.297 -8.251 0.314
H -5.457 6.330 -7.822 0.331
C -4.812 3.501 -8.903 -1.340
H -4.689 4.465 -9.397 0.311
H -5.802 3.130 -9.168 0.331
H -4.076 2.817 -9.318 0.373
Sn 0.000 0.000 0.000 0.398
O -1.620 0.710 -0.909 -0.333
C -2.483 0.171 -1.634 1.116
O -0.482 -1.764 -0.773 -0.440
C -1.490 -2.052 -1.417 0.523
O -1.726 -3.282 -1.795 -0.315
N -2.489 -1.192 -1.853 0.200
C -3.026 -3.382 -2.454 -0.457
C -3.455 -1.934 -2.689 -0.662
H -3.682 -3.922 -1.779 0.304
H -2.882 -3.948 -3.366 0.326
H -4.472 -1.758 -2.355 0.444
H -3.354 -1.636 -3.729 0.397
C -3.524 0.952 -2.280 -0.416
C -3.551 2.284 -2.199 -0.806
H -4.278 0.435 -2.853 0.306
H -2.803 2.837 -1.650 0.263
H -4.323 2.853 -2.695 0.278
N 2.070 -0.392 2.484 -0.135
C 0.835 0.246 2.845 0.907
C 0.686 0.693 4.173 -0.758
C -0.455 1.394 4.556 -0.336
C -1.457 1.642 3.626 -0.782
C -1.306 1.170 2.325 -0.048
N -0.182 0.484 1.959 -0.138
C 2.615 -0.738 1.194 0.799
C 3.897 -1.316 1.176 -0.702
C 4.473 -1.713 -0.027 -0.320
C 3.782 -1.522 -1.219 -0.745
C 2.514 -0.942 -1.186 -0.091
N 1.956 -0.560 -0.002 -0.212
H 2.703 -0.573 3.281 0.229
H 1.469 0.529 4.902 0.354
H -0.553 1.765 5.569 0.439
H -2.338 2.206 3.905 0.429
H -2.080 1.387 1.600 0.393
H 4.440 -1.489 2.097 0.355
H 5.447 -2.182 -0.031 0.442
H 4.215 -1.846 -2.156 0.419
H 1.960 -0.839 -2.113 0.389
```

***

4.
The molecule C22H26N4O6S at a distorted geometry. Source: OMol25; level of theory: the ωB97M-V functional and the def2-TZVPD basis.

Computed properties:
net charge	0
SMILES	O=C(CCCn1c(=O)c2sccc2n(CC(=O)NC[C@@H]2CCCO2)c1=O)NCc1ccco1
energy above the lowest of the compared OMol25 structures with the same formula, charge and spin	1.12	kcal/mol
HOMO energy	-0.3107	Ha
LUMO	0.209	eV

Geometry as XYZ:
```
59
Properties=species:S:1:pos:R:3:mulliken_charge:R:1
O -0.218 -0.256 1.038 -0.331
C -1.050 -0.945 1.598 0.025
C -1.609 -0.637 2.980 -0.951
C -1.480 0.847 3.324 -0.554
C -2.518 1.702 2.594 -1.280
N -2.434 1.522 1.150 0.012
C -3.322 0.616 0.569 0.415
O -4.211 0.092 1.211 -0.704
C -3.035 0.380 -0.816 0.466
S -3.883 -0.732 -1.835 -0.183
C -2.764 -0.437 -3.105 -0.429
C -1.794 0.459 -2.783 -1.204
C -1.948 0.941 -1.460 0.976
N -1.172 1.857 -0.809 0.262
C -0.012 2.438 -1.457 -1.720
C 1.179 1.464 -1.375 0.819
O 1.547 0.818 -2.337 -0.690
N 1.736 1.435 -0.161 0.428
C 2.786 0.516 0.198 -0.844
C 4.023 1.262 0.732 0.177
C 4.730 2.046 -0.377 -0.626
C 5.631 0.978 -1.002 -0.634
C 5.832 -0.035 0.141 -0.457
O 4.992 0.355 1.216 -0.525
C -1.348 2.109 0.536 0.326
O -0.597 2.855 1.134 -0.693
N -1.551 -2.061 1.030 0.029
C -1.067 -2.540 -0.254 0.297
C 0.376 -2.926 -0.203 -0.170
C 1.448 -2.466 -0.906 -0.009
C 2.570 -3.186 -0.423 -0.461
C 2.094 -4.023 0.535 -0.762
O 0.765 -3.877 0.677 -0.453
H -1.033 -1.229 3.696 0.444
H -2.653 -0.950 3.033 0.504
H -0.481 1.189 3.048 0.243
H -1.614 0.993 4.396 0.513
H -2.349 2.757 2.815 0.407
H -3.530 1.412 2.884 0.555
H -2.884 -0.954 -4.036 0.506
H -0.990 0.729 -3.441 0.404
H -0.250 2.645 -2.501 0.562
H 0.228 3.367 -0.935 0.399
H 1.268 1.920 0.594 0.238
H 2.424 -0.179 0.960 0.139
H 3.048 -0.048 -0.698 0.302
H 3.726 1.891 1.578 0.464
H 5.327 2.848 0.058 0.399
H 4.025 2.470 -1.088 0.235
H 5.133 0.508 -1.849 0.258
H 6.578 1.389 -1.346 0.395
H 6.858 -0.038 0.520 0.360
H 5.578 -1.054 -0.177 0.160
H -2.200 -2.636 1.542 0.303
H -1.160 -1.743 -0.997 -0.567
H -1.689 -3.388 -0.550 0.640
H 1.438 -1.707 -1.661 0.621
H 3.586 -3.089 -0.746 0.482
H 2.577 -4.742 1.167 0.478
```

***

| no. | E_tot (Eh) |
| --- | --- |
| 1 | -1017.89369 |
| 2 | -1223.46283 |
| 3 | -1512.30283 |
| 4 | -1922.68654 |